# 1
{"formula": "C3H7N3O", "method": "wB97M-V/def2-TZVPD", "orbital_gap_ev": 10.54, "relative_energy_kcal_mol": 36.2, "molar_mass_g_mol": 101.109, "smiles": "[H]/N=C/NC(=O)NC", "lumo_energy_ev": 0.8, "e_homo_ev": -9.742, "elements": ["H", "N", "C", "N", "C", "O", "N", "C", "H", "H", "H", "H", "H", "H"], "coordinates": [[0.30, 2.76, -3.04], [0.44, 2.55, -2.06], [-0.03, 1.38, -1.86], [0.07, 0.86, -0.58], [-0.14, -0.44, -0.12], [-0.49, -1.36, -0.84], [0.06, -0.56, 1.23], [-0.02, -1.86, 1.87], [-0.91, 1.49, -2.49], [0.26, 1.60, 0.09], [0.60, 0.15, 1.70], [-0.76, -2.45, 1.34], [-0.32, -1.74, 2.91], [0.94, -2.40, 1.84]]}


# 2
{"formula": "CH2NO2", "method": "wB97M-V/def2-TZVPD", "orbital_gap_ev": 8.38, "relative_energy_kcal_mol": 14.8, "molar_mass_g_mol": 60.032, "smiles": "NC(=O)[O-]", "total_charge": -1, "lumo_energy_ev": 4.8, "e_homo_ev": -3.577, "elements": ["N", "C", "O", "O", "H", "H"], "coordinates": [[-0.08, 0.81, -0.18], [0.39, -0.64, 0.05], [0.25, -1.55, -0.76], [0.56, -0.75, 1.35], [-0.68, 1.07, 0.62], [-0.44, 1.05, -1.09]]}


# 3
{"formula": "C3H4OS", "method": "wB97M-V/def2-TZVPD", "orbital_gap_ev": [7.58, 7.31], "relative_energy_kcal_mol": 140.3, "molar_mass_g_mol": 88.131, "lumo_energy_ev": [-1.5, -1.8], "e_homo_ev": [-9.103, -9.099], "elements": ["C", "C", "C", "O", "S", "H", "H", "H", "H"], "coordinates": [[2.87, 2.68, 0.42], [2.72, 1.53, 0.07], [0.65, -2.33, 1.05], [1.09, -1.21, 0.26], [2.65, -0.11, -0.71], [3.37, 3.55, 0.69], [0.79, -1.92, 2.04], [0.99, -3.40, 0.97], [-0.36, -2.06, 0.69]]}


# 4
{"formula": "C78H58FN2O15P3Si", "method": "wB97M-V/def2-TZVPD", "orbital_gap_ev": 6.14, "relative_energy_kcal_mol": 283.6, "molar_mass_g_mol": 1403.327, "smiles": "CP(O)c1c(P(O)O)cc(F)c2c1C(=O)c1c([PH2]=N)c([Si](C)(C)C)c(N=C=O)c(CCCO)c1C2=O.O=C1c2ccccc2C(=O)c2ccccc21.O=C1c2ccccc2C(=O)c2ccccc21.O=C1c2ccccc2C(=O)c2ccccc21.O=C1c2ccccc2C(=O)c2ccccc21", "lumo_energy_ev": -2.2, "e_homo_ev": -8.303, "elements": ["C", "P", "O", "C", "C", "P", "O", "O", "C", "C", "F", "C", "C", "C", "O", "C", "C", "P", "N", "C", "Si", "C", "C", "C", "C", "N", "C", "O", "C", "C", "C", "C", "O", "C", "C", "O", "H", "H", "H", "H", "H", "H", "H", "H", "H", "H", "H", "H", "H", "H", "H", "H", "H", "H", "H", "H", "H", "H", "H", "H", "H", "H", "O", "C", "C", "C", "C", "C", "C", "C", "C", "O", "C", "C", "C", "C", "C", "C", "H", "H", "H", "H", "H", "H", "H", "H", "O", "C", "C", "C", "C", "C", "C", "C", "C", "O", "C", "C", "C", "C", "C", "C", "H", "H", "H", "H", "H", "H", "H", "H", "O", "C", "C", "C", "C", "C", "C", "C", "C", "O", "C", "C", "C", "C", "C", "C", "H", "H", "H", "H", "H", "H", "H", "H", "O", "C", "C", "C", "C", "C", "C", "C", "C", "O", "C", "C", "C", "C", "C", "C", "H", "H", "H", "H", "H", "H", "H", "H"], "coordinates": [[-2.71, 4.79, -2.21], [-0.88, 4.21, -2.15], [-0.67, 3.02, -0.90], [-0.57, 3.49, -3.87], [0.70, 4.04, -4.67], [1.93, 5.31, -3.97], [2.94, 5.95, -5.21], [1.16, 6.56, -3.09], [1.02, 3.54, -6.15], [0.08, 2.47, -6.81], [0.38, 2.02, -8.14], [-1.12, 1.93, -5.99], [-1.51, 2.41, -4.52], [-2.80, 1.74, -3.78], [-2.71, 1.58, -2.53], [-4.02, 1.30, -4.72], [-5.54, 1.29, -4.26], [-5.92, 1.88, -2.50], [-5.93, 3.51, -2.58], [-6.64, 0.78, -5.30], [-8.47, 0.71, -4.72], [-9.09, 2.30, -3.84], [-8.55, -0.72, -3.40], [-9.75, 0.26, -6.06], [-6.19, 0.36, -6.77], [-7.15, -0.13, -7.82], [-7.60, 0.91, -8.51], [-7.87, 1.68, -9.45], [-4.66, 0.37, -7.24], [-4.30, -0.08, -8.76], [-4.14, -1.71, -8.69], [-2.89, -2.24, -9.58], [-1.88, -2.91, -8.81], [-3.61, 0.83, -6.18], [-2.07, 0.80, -6.63], [-1.53, -0.04, -7.40], [-2.87, 5.12, -3.31], [-2.79, 5.75, -1.58], [-3.46, 3.97, -1.91], [0.05, 2.39, -1.13], [2.57, 6.82, -5.54], [0.23, 6.70, -3.38], [1.91, 3.97, -6.72], [-4.97, 1.40, -1.51], [-7.21, 1.51, -2.01], [-5.72, 3.77, -3.56], [-8.46, 3.20, -4.18], [-10.18, 2.48, -4.21], [-9.16, 2.17, -2.70], [-7.83, -1.54, -3.82], [-9.59, -1.21, -3.37], [-8.13, -0.41, -2.38], [-9.40, -0.74, -6.55], [-9.95, 1.07, -6.85], [-10.74, -0.02, -5.51], [-5.18, 0.13, -9.47], [-3.31, 0.42, -9.10], [-3.87, -1.94, -7.58], [-5.13, -2.26, -8.90], [-3.32, -2.88, -10.43], [-2.42, -1.30, -10.09], [-1.84, -2.58, -7.88], [-0.31, 4.17, 3.57], [0.89, 4.16, 3.78], [1.42, 3.83, 5.12], [0.53, 3.50, 6.15], [1.03, 3.14, 7.40], [2.40, 3.11, 7.63], [3.28, 3.46, 6.61], [2.79, 3.82, 5.36], [3.74, 4.21, 4.29], [4.94, 4.25, 4.51], [3.21, 4.52, 2.94], [4.10, 4.85, 1.91], [3.62, 5.12, 0.64], [2.25, 5.06, 0.38], [1.36, 4.74, 1.41], [1.84, 4.48, 2.69], [-0.54, 3.51, 5.98], [0.34, 2.88, 8.20], [2.78, 2.82, 8.60], [4.35, 3.44, 6.80], [5.17, 4.90, 2.10], [4.31, 5.37, -0.16], [1.87, 5.25, -0.62], [0.30, 4.70, 1.20], [5.78, -2.88, 1.88], [5.16, -1.98, 1.34], [5.22, -0.60, 1.87], [6.03, -0.32, 2.98], [6.13, 0.98, 3.46], [5.43, 2.01, 2.83], [4.61, 1.74, 1.74], [4.51, 0.43, 1.26], [3.62, 0.14, 0.11], [2.95, 1.03, -0.39], [3.57, -1.23, -0.43], [2.77, -1.51, -1.54], [2.74, -2.79, -2.08], [3.51, -3.80, -1.51], [4.30, -3.54, -0.40], [4.33, -2.25, 0.15], [6.58, -1.12, 3.47], [6.76, 1.19, 4.32], [5.52, 3.04, 3.21], [4.07, 2.54, 1.26], [2.17, -0.72, -1.99], [2.12, -3.00, -2.95], [3.49, -4.80, -1.94], [4.89, -4.33, 0.04], [9.72, -5.39, 3.48], [9.24, -6.50, 3.28], [7.79, -6.66, 3.04], [6.97, -5.53, 3.03], [5.61, -5.67, 2.76], [5.07, -6.93, 2.52], [5.88, -8.06, 2.55], [7.25, -7.93, 2.82], [8.11, -9.13, 2.87], [7.62, -10.24, 2.73], [9.56, -8.97, 3.09], [10.38, -10.10, 3.10], [11.76, -9.95, 3.27], [12.31, -8.68, 3.42], [11.49, -7.56, 3.43], [10.11, -7.70, 3.26], [7.38, -4.55, 3.21], [4.97, -4.80, 2.75], [4.01, -7.04, 2.30], [5.46, -9.04, 2.36], [9.96, -11.09, 2.97], [12.40, -10.83, 3.27], [13.38, -8.57, 3.55], [11.93, -6.57, 3.55], [-5.75, -1.55, 4.56], [-5.35, -0.61, 5.23], [-6.00, -0.29, 6.53], [-7.06, -1.08, 6.98], [-7.65, -0.81, 8.21], [-7.19, 0.25, 8.99], [-6.14, 1.05, 8.53], [-5.55, 0.78, 7.30], [-4.46, 1.65, 6.81], [-4.10, 2.62, 7.46], [-3.79, 1.32, 5.53], [-2.73, 2.10, 5.08], [-2.08, 1.78, 3.89], [-2.49, 0.67, 3.15], [-3.55, -0.11, 3.59], [-4.21, 0.22, 4.78], [-7.43, -1.91, 6.38], [-8.47, -1.43, 8.56], [-7.64, 0.45, 9.96], [-5.79, 1.87, 9.15], [-2.41, 2.97, 5.65], [-1.26, 2.39, 3.54], [-1.97, 0.41, 2.23], [-3.87, -0.97, 3.01]]}


# 5
{"formula": "C26H18Cl2N6O2RhSe", "method": "wB97M-V/def2-TZVPD", "orbital_gap_ev": [7.48, 6.19], "relative_energy_kcal_mol": 14.5, "molar_mass_g_mol": 699.242, "total_charge": 1, "lumo_energy_ev": [-2.9, -5.0], "spin_multiplicity": 5, "e_homo_ev": [-10.417, -11.155], "elements": ["Rh", "Cl", "C", "C", "C", "N", "C", "O", "C", "C", "C", "C", "C", "N", "C", "C", "C", "Cl", "N", "C", "O", "C", "C", "C", "C", "C", "N", "H", "H", "H", "H", "H", "H", "H", "H", "H", "H", "C", "N", "C", "Se", "N", "C", "C", "C", "C", "C", "C", "H", "H", "H", "H", "H", "H", "H", "H"], "coordinates": [[-0.52, 0.18, -0.74], [4.56, -2.19, -4.86], [3.63, -1.73, -3.50], [2.31, -1.43, -3.66], [1.54, -1.02, -2.55], [0.27, -0.61, -2.59], [-0.63, -0.94, -3.59], [-0.45, -0.92, -4.78], [-1.90, -1.47, -2.97], [-2.86, -2.07, -3.78], [-3.94, -2.69, -3.18], [-4.02, -2.71, -1.79], [-3.03, -2.08, -1.06], [-2.00, -1.45, -1.64], [2.12, -1.04, -1.23], [3.48, -1.32, -1.10], [4.23, -1.66, -2.21], [5.89, -2.02, -2.01], [1.30, -0.84, -0.16], [1.84, -0.12, 0.91], [1.83, -0.44, 2.07], [2.26, 1.27, 0.46], [3.36, 1.96, 0.94], [3.59, 3.23, 0.44], [2.72, 3.76, -0.50], [1.62, 3.01, -0.90], [1.41, 1.78, -0.43], [1.86, -1.44, -4.64], [-2.72, -2.05, -4.85], [-4.70, -3.16, -3.78], [-4.83, -3.21, -1.28], [-3.04, -2.09, 0.02], [3.95, -1.35, -0.12], [4.00, 1.50, 1.68], [4.45, 3.80, 0.77], [2.88, 4.75, -0.91], [0.90, 3.39, -1.60], [-0.20, 2.69, 2.23], [-1.17, 1.61, 2.16], [-1.95, 1.28, 1.12], [-2.11, 2.09, -0.56], [-2.78, 0.29, 1.53], [-2.51, -0.05, 2.85], [-3.05, -1.00, 3.70], [-2.50, -1.08, 4.97], [-1.45, -0.24, 5.37], [-0.91, 0.71, 4.51], [-1.47, 0.78, 3.25], [-0.21, 3.24, 1.30], [0.79, 2.29, 2.42], [-0.48, 3.35, 3.05], [-3.49, -0.09, 0.94], [-3.86, -1.65, 3.39], [-2.89, -1.80, 5.68], [-1.05, -0.34, 6.37], [-0.09, 1.34, 4.82]]}


# 6
{"formula": "C21H32O7", "method": "wB97M-V/def2-TZVPD", "orbital_gap_ev": 9.15, "relative_energy_kcal_mol": 3.4, "molar_mass_g_mol": 396.480, "smiles": "CC(C)CCOc1ccc(CO[C@@H]2[C@H]3OC(C)(C)O[C@H]3O[C@@H]2[C@@H](O)CO)cc1", "lumo_energy_ev": 0.7, "e_homo_ev": -8.437, "elements": ["C", "C", "C", "C", "C", "O", "C", "C", "C", "C", "C", "O", "C", "C", "O", "C", "C", "C", "O", "C", "O", "C", "C", "O", "C", "O", "C", "C", "H", "H", "H", "H", "H", "H", "H", "H", "H", "H", "H", "H", "H", "H", "H", "H", "H", "H", "H", "H", "H", "H", "H", "H", "H", "H", "H", "H", "H", "H", "H", "H"], "coordinates": [[-8.91, -0.18, -0.24], [-7.43, -0.05, 0.14], [-7.11, 1.39, 0.51], [-6.56, -0.56, -1.01], [-5.09, -0.77, -0.64], [-4.43, 0.48, -0.61], [-3.11, 0.52, -0.29], [-2.32, -0.59, 0.00], [-0.99, -0.42, 0.32], [-0.41, 0.84, 0.35], [1.04, 1.01, 0.71], [1.80, 0.03, 0.00], [3.17, 0.05, 0.29], [3.93, 1.11, -0.54], [4.81, 1.91, 0.19], [6.13, 1.40, 0.07], [7.07, 2.55, -0.26], [6.57, 0.70, 1.36], [6.12, 0.48, -1.02], [4.82, 0.28, -1.49], [4.40, -1.05, -1.42], [3.81, -1.29, -0.14], [2.83, -2.45, -0.30], [3.49, -3.57, -0.86], [2.25, -2.90, 1.04], [1.32, -3.93, 0.87], [-1.20, 1.95, 0.05], [-2.53, 1.79, -0.26], [-9.17, -1.21, -0.45], [-9.54, 0.18, 0.58], [-9.12, 0.42, -1.12], [-7.25, -0.69, 1.02], [-7.31, 2.05, -0.33], [-6.06, 1.50, 0.78], [-7.72, 1.72, 1.35], [-6.95, -1.51, -1.36], [-6.60, 0.16, -1.84], [-4.62, -1.42, -1.39], [-5.02, -1.26, 0.34], [-2.73, -1.58, -0.01], [-0.38, -1.28, 0.54], [1.19, 0.86, 1.79], [1.39, 2.02, 0.46], [3.33, 0.23, 1.36], [3.22, 1.75, -1.07], [8.08, 2.18, -0.39], [7.04, 3.28, 0.54], [6.75, 3.03, -1.19], [6.57, 1.42, 2.17], [5.89, -0.11, 1.61], [7.56, 0.29, 1.22], [4.77, 0.56, -2.55], [4.60, -1.58, 0.57], [2.01, -2.13, -0.96], [4.02, -3.25, -1.60], [3.08, -3.24, 1.69], [1.73, -2.08, 1.53], [1.73, -4.59, 0.30], [-0.77, 2.94, 0.07], [-3.16, 2.64, -0.49]]}


# 7
{"formula": "C8H32N16O8", "method": "wB97M-V/def2-TZVPD", "orbital_gap_ev": 8.51, "relative_energy_kcal_mol": 49.6, "molar_mass_g_mol": 480.448, "smiles": "NC(N)=O.NC(N)=O.NC(N)=O.NC(N)=O.NC(N)=O.NC(N)=O.NC(N)=O.NC(N)=O", "lumo_energy_ev": -0.1, "e_homo_ev": -8.613, "elements": ["N", "C", "N", "O", "H", "H", "H", "H", "N", "C", "N", "O", "H", "H", "H", "H", "N", "C", "N", "O", "H", "H", "H", "H", "N", "C", "N", "O", "H", "H", "H", "H", "N", "C", "N", "O", "H", "H", "H", "H", "N", "C", "N", "O", "H", "H", "H", "H", "N", "C", "N", "O", "H", "H", "H", "H", "N", "C", "N", "O", "H", "H", "H", "H"], "coordinates": [[2.84, -3.29, -2.96], [2.59, -2.11, -3.66], [2.31, -2.40, -4.96], [2.42, -1.04, -3.11], [2.65, -3.20, -1.98], [3.04, -4.16, -3.40], [2.12, -1.70, -5.65], [2.53, -3.31, -5.31], [-4.10, 3.53, 0.58], [-3.72, 2.87, 1.70], [-4.63, 3.02, 2.69], [-2.73, 2.15, 1.71], [-4.87, 4.18, 0.53], [-3.48, 3.66, -0.20], [-5.39, 3.67, 2.66], [-4.71, 2.31, 3.40], [-0.47, -0.06, -3.84], [-1.55, -0.01, -3.04], [-2.69, 0.44, -3.60], [-1.48, -0.46, -1.88], [0.31, -0.57, -3.43], [-0.43, 0.38, -4.74], [-3.57, 0.47, -3.11], [-2.52, 0.84, -4.50], [-0.84, 0.54, 3.88], [-0.31, 1.70, 4.30], [-0.95, 2.81, 3.85], [0.63, 1.77, 5.11], [-0.52, -0.32, 4.27], [-1.67, 0.47, 3.31], [-0.53, 3.70, 4.05], [-1.45, 2.60, 2.98], [1.06, -0.26, -0.47], [0.82, 0.57, 0.55], [-0.41, 1.15, 0.37], [1.70, 1.00, 1.31], [1.99, -0.49, -0.78], [0.29, -0.33, -1.12], [-0.91, 1.69, 1.04], [-0.89, 0.68, -0.40], [-4.12, 0.56, -0.56], [-5.20, -0.25, -0.79], [-6.24, 0.02, 0.05], [-5.24, -1.12, -1.65], [-4.17, 1.41, -0.03], [-3.21, 0.34, -0.93], [-6.97, -0.66, 0.13], [-6.05, 0.75, 0.71], [3.71, -1.58, 1.86], [3.18, -1.91, 3.07], [2.19, -1.08, 3.44], [3.58, -2.88, 3.73], [3.49, -0.65, 1.51], [4.58, -2.03, 1.65], [1.76, -1.16, 4.34], [1.96, -0.29, 2.87], [6.58, -1.04, -1.08], [5.25, -1.13, -0.80], [4.70, -2.34, -0.58], [4.65, -0.09, -0.49], [6.84, -0.07, -1.08], [7.20, -1.78, -0.80], [5.25, -3.18, -0.53], [3.78, -2.32, -0.18]]}


# 8
{"formula": "C7H12N2O", "method": "wB97M-V/def2-TZVPD", "orbital_gap_ev": 8.63, "relative_energy_kcal_mol": 83.4, "molar_mass_g_mol": 140.186, "lumo_energy_ev": 0.4, "e_homo_ev": -8.219, "elements": ["C", "C", "C", "C", "C", "C", "C", "N", "N", "O", "H", "H", "H", "H", "H", "H", "H", "H", "H", "H", "H", "H"], "coordinates": [[1.93, 1.05, -0.93], [1.11, -1.43, 1.01], [-0.36, -1.06, 0.96], [1.80, -1.25, -0.28], [-0.61, 0.06, 0.07], [-0.50, 1.51, 0.60], [-1.38, 0.81, -2.03], [2.21, 2.15, -1.07], [1.32, -0.09, -0.93], [-1.44, -0.15, -0.92], [1.50, -0.73, 1.70], [1.24, -2.39, 1.46], [-0.95, -1.94, 0.71], [-0.78, -0.62, 1.91], [2.96, -1.40, -0.13], [1.42, -2.05, -0.95], [-0.14, 2.19, -0.15], [0.20, 1.89, 1.40], [-1.41, 1.96, 0.96], [-1.88, 0.38, -2.86], [-0.33, 0.88, -2.22], [-1.74, 1.75, -1.89]]}


# 9
{"formula": "C18H11Co2NO6", "method": "wB97M-V/def2-TZVPD", "orbital_gap_ev": 4.67, "relative_energy_kcal_mol": 8.9, "molar_mass_g_mol": 455.153, "total_charge": -2, "lumo_energy_ev": 4.3, "e_homo_ev": -0.336, "elements": ["C", "C", "C", "N", "C", "C", "C", "C", "C", "C", "H", "H", "H", "H", "H", "H", "H", "H", "O", "C", "Co", "C", "O", "C", "O", "C", "C", "C", "Co", "C", "O", "C", "O", "C", "O", "H", "H", "H"], "coordinates": [[1.81, 1.84, -1.91], [2.68, 0.76, -1.42], [3.07, 0.83, -0.07], [3.37, 0.93, 1.06], [3.18, -0.30, -2.21], [2.83, -0.46, -3.59], [3.35, -1.52, -4.34], [4.23, -2.44, -3.77], [4.60, -2.30, -2.42], [4.09, -1.26, -1.65], [1.59, 1.74, -2.97], [0.86, 1.85, -1.35], [2.30, 2.81, -1.74], [2.14, 0.25, -4.05], [3.06, -1.62, -5.39], [4.64, -3.26, -4.37], [5.29, -3.01, -1.96], [4.39, -1.16, -0.60], [-3.18, 4.35, 1.99], [-3.23, 3.29, 2.46], [-3.22, 1.66, 3.09], [-1.81, 1.40, 4.08], [-0.87, 1.21, 4.75], [-4.55, 1.39, 4.21], [-5.40, 1.18, 4.97], [-3.74, 0.43, 1.66], [-2.50, 0.44, 0.94], [-1.70, 1.25, 0.21], [-2.87, -1.14, 1.79], [-1.32, -1.84, 2.45], [-0.32, -2.22, 2.88], [-3.18, -2.06, 0.29], [-3.36, -2.48, -0.76], [-4.01, -1.93, 2.97], [-4.74, -2.35, 3.76], [-4.74, 0.50, 1.17], [-0.62, 1.17, 0.23], [-2.13, 2.08, -0.39]]}


# 10
{"formula": "BF4H26O13", "method": "wB97M-V/def2-TZVPD", "orbital_gap_ev": 9.42, "relative_energy_kcal_mol": 10.7, "molar_mass_g_mol": 320.999, "total_charge": -1, "lumo_energy_ev": 2.7, "e_homo_ev": -6.747, "elements": ["B", "F", "F", "F", "F", "O", "H", "H", "O", "H", "H", "O", "H", "H", "O", "H", "H", "O", "H", "H", "O", "H", "H", "O", "H", "H", "O", "H", "H", "O", "H", "H", "O", "H", "H", "O", "H", "H", "O", "H", "H", "O", "H", "H"], "coordinates": [[-0.80, -0.32, 1.03], [-1.37, 0.53, 2.02], [0.39, 0.21, 0.56], [-0.56, -1.49, 1.68], [-1.67, -0.53, -0.01], [-0.33, 3.24, 1.85], [-0.63, 2.35, 2.11], [0.54, 3.01, 1.52], [1.93, -0.10, 2.98], [1.32, 0.27, 2.33], [1.31, -0.46, 3.60], [-1.66, -3.41, -0.13], [-0.94, -4.01, 0.00], [-1.57, -2.73, 0.55], [0.19, 2.67, -1.04], [0.20, 2.26, -0.18], [-0.35, 2.02, -1.50], [1.83, -2.33, -0.82], [1.05, -2.39, -1.41], [1.54, -2.52, 0.03], [-4.04, -0.70, -1.66], [-3.30, -0.64, -1.06], [-3.68, -1.13, -2.43], [-3.00, 2.09, -0.92], [-2.77, 1.62, -0.11], [-3.28, 2.92, -0.54], [-1.17, 0.76, -2.58], [-1.95, 1.10, -2.10], [-1.30, 1.21, -3.42], [1.62, 0.30, -2.40], [1.99, 0.66, -1.60], [0.73, 0.14, -2.06], [-0.59, -2.14, -2.34], [-0.98, -2.39, -1.54], [-1.03, -1.32, -2.49], [3.20, 0.63, -0.04], [2.82, -0.15, 0.32], [4.15, 0.51, 0.13], [2.40, 2.85, 1.42], [2.62, 3.11, 2.33], [2.65, 1.92, 1.25], [1.47, -2.90, 2.20], [0.72, -2.34, 2.13], [2.28, -2.40, 2.33]]}